Computed, not measured: one molecule with the formula C4H4F3N in a non-equilibrium geometry, with ωB97M-V with the def2-TZVPD basis set.

Properties
DFT total energy: -509.07396 Ha
multiplicity: 1
LUMO level: 0.8 eV
SMILES: C#C[C@@H](N)C(F)(F)F
HOMO-LUMO gap: 10.503 eV
energy above the lowest of the compared OMol25 structures with the same formula, charge and spin: 34.5 kcal/mol
E_HOMO: -9.704 eV

Positions of all 12 atoms, in Å:
C1 -0.09483 -1.77261 -1.45327
C2 0.24528 -1.01011 -0.56594
C3 0.48126 -0.03639 0.44208
N1 -0.23109 1.16442 0.35866
C4 -0.07422 -1.00011 1.95230
F1 -0.20019 -0.10524 3.00734
F2 0.93516 -1.83130 2.31027
F3 -1.15587 -1.73862 1.88100
H1 -0.11786 -2.66442 -2.00756
H2 1.46298 0.27366 0.54169
H3 0.17312 1.83659 0.96002
H4 -1.24140 1.00038 0.42682

Computed, not measured: an isolated ion of composition C4H4F3N2 and charge +1 in a non-equilibrium geometry, with ωB97M-V with the def2-TZVPD basis set.

Properties
DFT total energy: -563.57072 Ha
multiplicity: 1
LUMO level (spin up / spin down): -5.9 / -5.9 eV
SMILES: F/C=[NH+]/C=N\C(F)=C/F
HOMO-LUMO gap (spin up / spin down): 8.069 / 8.071 eV
energy above the lowest of the compared OMol25 structures with the same formula, charge and spin: 41.9 kcal/mol
E_HOMO (spin up / spin down): -13.982 / -13.983 eV
net charge: +1

Positions of all 13 atoms, in Å:
F1 -1.61177 -0.35365 -1.92583
C1 -0.96003 -0.45866 -0.81516
N1 0.26725 -0.87793 -0.85464
C2 1.28242 -0.62173 0.11599
N2 1.40134 0.47483 0.69330
C3 0.59418 1.56446 0.70566
F2 1.17119 2.66198 0.24391
C4 -0.65156 1.67064 1.21697
F3 -1.24748 0.64422 1.81121
H1 -1.55583 -0.34743 0.08408
H2 0.63491 -1.17868 -1.76580
H3 2.02410 -1.40047 0.24327
H4 -1.15594 2.61813 1.34053

Computed, not measured: one molecule with the formula C4H4FN in a non-equilibrium geometry, with ωB97M-V with the def2-TZVPD basis set.

Properties
DFT total energy: -309.39155 Ha
multiplicity: 1
LUMO level: 0.5 eV
SMILES: C/C(C#N)=C/F
HOMO-LUMO gap: 10.722 eV
energy above the lowest of the compared OMol25 structures with the same formula, charge and spin: 19.0 kcal/mol
E_HOMO: -10.221 eV

Positions of all 10 atoms, in Å:
C1 0.67050 1.06091 0.05754
C2 -0.04668 -0.25223 -0.08558
C3 0.65927 -1.50933 0.00300
N1 1.30651 -2.44833 0.01319
C4 -1.37658 -0.23331 0.01826
F1 -2.09813 -1.41845 0.03941
H1 0.08404 1.99259 0.03365
H2 1.40740 1.07284 0.91360
H3 1.37006 1.08558 -0.84313
H4 -1.97638 0.64973 -0.14994

Computed, not measured: one molecule with the formula C4H4FN in a non-equilibrium geometry, with ωB97M-V with the def2-TZVPD basis set.

Properties
DFT total energy: -309.22625 Ha
multiplicity: 1
LUMO level (spin up / spin down): -0.1 / -0.1 eV
HOMO-LUMO gap (spin up / spin down): 8.883 / 8.883 eV
energy above the lowest of the compared OMol25 structures with the same formula, charge and spin: 122.7 kcal/mol
E_HOMO (spin up / spin down): -8.991 / -8.990 eV

Positions of all 10 atoms, in Å:
C1 1.41697 -1.53813 0.16644
C2 1.12788 -0.12388 0.03376
C3 2.33898 0.41197 -0.14175
C4 -0.21329 0.57378 0.00828
N1 2.66065 -1.69758 0.05064
F1 3.05335 1.51072 -0.30810
H1 0.62037 -2.34846 0.41307
H2 -0.09034 1.23539 -0.84339
H3 -0.43313 1.20736 1.00943
H4 -1.05109 -0.24381 -0.08628